(1)
C23H21BrCrN4O8S2 as an isolated structure in a non-equilibrium geometry. Source: OMol25; level of theory: ωB97M-V with the def2-TZVPD basis set.

The largest force on an atom comes out at 1.54 eV/A. Its net charge is -1. As for the energy above the lowest of the compared OMol25 structures with the same formula, charge and spin: 11.3 kcal/mol. As for the HOMO energy (spin up / spin down): -4.18 / -4.17 eV. The multiplicity is 4.

Cartesian coordinates (Å):
Cr1 -0.2631 1.0585 -0.4435
O1 0.4913 -2.1708 -2.3865
C1 0.1889 -2.0491 -1.2167
O2 -0.3910 -1.0197 -0.6631
C2 0.5336 -3.1624 -0.1910
C3 1.9558 -2.7912 0.2854
C4 2.4837 -3.8775 1.2373
C5 1.6925 -3.5410 2.5205
C6 0.8142 -2.3697 2.0362
O3 1.7078 -1.6875 1.1534
C7 -0.2851 -2.9692 1.1254
C8 -1.5768 -2.2330 0.7261
O4 -2.3457 -2.8477 -0.0037
O5 -2.9390 -0.2444 0.6089
H1 0.4677 -4.1456 -0.6463
H2 2.6349 -2.5166 -0.5196
H3 2.2842 -4.8774 0.8524
H4 3.5578 -3.7698 1.3883
H5 1.1027 -4.3733 2.9034
H6 2.3574 -3.1930 3.3108
H7 0.4837 -1.7182 2.8330
H8 -0.6395 -3.9120 1.5459
Br1 -4.4603 -2.7364 4.7650
C9 -3.1858 -1.7651 3.7240
C10 -2.1917 -1.0238 4.4347
C11 -1.3339 -0.2360 3.7275
C12 -1.3418 -0.1412 2.3125
C13 -2.2502 -1.0567 1.5286
C14 -3.2525 -1.7879 2.3940
N1 -0.5596 0.7300 1.6437
C15 0.2542 1.5407 2.3435
C16 1.2885 2.1809 1.6703
C17 2.1954 3.0520 2.3242
C18 3.1928 3.6539 1.6178
C19 3.2878 3.3914 0.2386
C20 2.3831 2.5398 -0.3382
N2 1.3933 1.9147 0.3299
H9 -2.1541 -1.0560 5.5135
H10 -0.6178 0.3417 4.2951
H11 -3.1308 -0.7685 -0.1837
H12 -4.0136 -2.3315 1.8541
H13 0.1627 1.6685 3.4121
H14 2.0632 3.2216 3.3846
H15 3.8874 4.3324 2.0964
H16 4.0514 3.8550 -0.3687
H17 2.4422 2.3535 -1.3983
N3 0.3447 1.4422 -3.4783
C21 1.1943 1.0414 -4.4266
C22 2.2158 0.3448 -3.8112
C23 1.8777 0.3627 -2.4607
N4 0.7460 1.0387 -2.2715
H18 -0.5327 2.0092 -3.5529
H19 1.0310 1.2945 -5.4599
H20 3.0536 -0.1478 -4.2712
H21 2.4014 -0.0628 -1.6203
O6 -3.7183 2.6754 -1.5566
S1 -2.3343 2.4268 -1.8481
O7 -1.9227 0.9969 -1.7318
O8 -1.9267 2.9452 -3.1649
S2 -1.1116 3.2818 -0.4581

(2)
One molecule with the formula C3H7NO in a non-equilibrium geometry. Source: OMol25; level of theory: ωB97M-V with the def2-TZVPD basis set.

The largest force on an atom comes out at 1.16 eV/A. As for the energy above the lowest of the compared OMol25 structures with the same formula, charge and spin: 50.6 kcal/mol. As for the HOMO energy: -9.48 eV. As for the structure (SMILES): NC[C@H]1CO1. The multiplicity is 1.

Cartesian coordinates (Å):
N1 1.9830 -0.3681 -0.0444
C1 0.8902 0.6124 -0.1491
C2 -0.3682 0.0219 0.4722
C3 -1.7013 0.3946 0.0237
O1 -1.1401 -0.8263 -0.3579
H1 2.2247 -0.5299 0.9183
H2 2.8367 0.0202 -0.4789
H3 0.7137 0.8220 -1.2176
H4 1.1295 1.5715 0.3722
H5 -0.2403 -0.3424 1.5279
H6 -2.5026 0.3437 0.7423
H7 -1.8461 1.1286 -0.7710

(3)
C5H13ClGeS4SbTc as an isolated structure. Source: OMol25; level of theory: ωB97M-V with the def2-TZVPD basis set.

The largest force on an atom comes out at 0.23 eV/A. Its net charge is +2. As for the energy above the lowest of the compared OMol25 structures with the same formula, charge and spin: 0.0 kcal/mol. As for the HOMO energy: -16.29 eV. The multiplicity is 1.

Cartesian coordinates (Å):
Tc1 1.7476 0.2194 1.0662
S1 -0.4177 -0.3861 5.3544
Sb1 1.5661 0.4140 5.1744
S2 0.6515 1.8518 1.5847
S3 2.3215 -0.9958 2.6610
S4 3.3868 1.4637 5.5913
Cl1 3.6923 0.9853 -0.0339
C1 2.4767 -0.0381 -0.8506
H1 2.8802 -1.0221 -1.0696
H2 1.9961 0.4742 -1.6746
C2 -0.3514 0.6707 -2.6620
Ge1 -1.1634 -0.1095 -1.0801
C3 -2.2096 -1.6847 -1.4834
C4 -2.1629 1.1994 -0.0646
C5 0.2510 -0.9077 0.1482
H3 -1.1472 0.8762 -3.3792
H4 0.3458 -0.0140 -3.1477
H5 0.1380 1.6249 -2.4566
H6 -3.0121 -1.4127 -2.1695
H7 -2.6555 -2.0969 -0.5790
H8 -1.5968 -2.4497 -1.9593
H9 -3.1005 1.3779 -0.5949
H10 -1.6543 2.1605 0.0087
H11 -2.4221 0.8352 0.9315
H12 0.7234 -1.7598 -0.3457
H13 -0.2835 -1.2761 1.0304

(4)
C32H34KN10O3S2 as an isolated structure in a non-equilibrium geometry. Source: OMol25; level of theory: ωB97M-V with the def2-TZVPD basis set.

The largest force on an atom comes out at 1.61 eV/A. Its net charge is -2. As for the energy above the lowest of the compared OMol25 structures with the same formula, charge and spin: 16.7 kcal/mol. As for the HOMO energy (spin up / spin down): 0.01 / -2.13 eV. The multiplicity is 2.

Cartesian coordinates (Å):
K1 0.5308 -0.8474 -0.5486
N1 0.9502 -0.8743 -3.3335
C1 1.0678 -0.2291 -4.6300
C2 0.2783 1.0865 -4.6004
C3 1.1683 2.2915 -4.2729
C4 1.8433 2.2074 -2.8938
N2 0.8782 2.3497 -1.7998
H1 1.7340 -1.4843 -3.1259
H2 0.1125 -1.4481 -3.2620
H3 0.7310 -0.8617 -5.4652
H4 2.1231 -0.0015 -4.8110
H5 -0.4768 0.9905 -3.8205
H6 -0.2386 1.2584 -5.5501
H7 0.5646 3.2068 -4.3195
H8 1.9505 2.3769 -5.0359
H9 2.6373 2.9661 -2.8463
H10 2.3198 1.2355 -2.7738
H11 0.6612 3.3260 -1.6457
H12 1.2863 1.9890 -0.9394
O1 2.5847 0.1410 -0.5416
N3 3.2197 -0.1858 0.5463
C5 3.2867 0.7030 1.5594
C6 3.9215 0.4334 2.7458
C7 4.5322 -0.8090 2.9056
C8 4.4775 -1.7130 1.8691
C9 3.8082 -1.4323 0.6606
S1 3.6991 -2.5449 -0.6150
H13 2.7755 1.6327 1.3579
H14 3.9073 1.1715 3.5358
H15 5.0345 -1.0594 3.8322
H16 4.9364 -2.6874 1.9476
S2 0.6122 2.8069 7.6140
N4 0.7009 1.3149 6.8795
C10 0.5878 1.5409 5.5694
C11 0.6104 0.5355 4.5489
C12 0.7590 -0.8248 4.8533
C13 0.7755 -1.7494 3.8420
C14 0.6440 -1.2858 2.5253
N5 0.5143 -0.0241 2.2004
C15 0.4897 0.9080 3.1792
C16 0.3513 2.2964 2.8218
N6 0.2889 2.6440 1.5143
C17 0.1626 3.9113 1.1980
C18 0.0667 4.9541 2.1352
C19 0.1429 4.6317 3.4654
C20 0.3049 3.2927 3.8480
C21 0.4336 2.9120 5.2185
N7 0.4269 3.7544 6.2589
H17 0.8521 -1.1174 5.8916
H18 0.8931 -2.8066 4.0395
H19 0.6517 -1.9958 1.7019
H20 0.1473 4.1403 0.1354
H21 -0.0653 5.9767 1.8053
H22 0.0862 5.3898 4.2365
N8 -2.6589 0.8731 -0.4761
C22 -3.2485 0.5718 -1.6763
C23 -3.0333 1.3642 -2.8159
C24 -3.6941 1.1025 -4.0023
C25 -4.5936 0.0473 -4.0995
C26 -4.8154 -0.7427 -2.9769
C27 -4.1636 -0.4881 -1.7844
H23 -2.6265 0.1333 0.2306
H24 -1.8139 1.4252 -0.5120
H25 -2.3091 2.1673 -2.7497
H26 -3.5001 1.7275 -4.8674
H27 -5.1011 -0.1636 -5.0333
H28 -5.5060 -1.5769 -3.0359
H29 -4.3363 -1.1147 -0.9173
C28 -1.2360 -5.8362 -1.4877
N9 -1.6421 -4.6593 -0.7507
C29 -2.3852 -4.7746 0.3850
C30 -2.7176 -3.7064 1.1243
C31 -2.2471 -2.3896 0.6925
O2 -2.5149 -1.3790 1.3626
N10 -1.5263 -2.3097 -0.4561
C32 -1.1880 -3.3775 -1.1773
O3 -0.5019 -3.3303 -2.2045
H30 -2.0698 -6.5361 -1.5723
H31 -0.3936 -6.3398 -1.0038
H32 -0.9174 -5.5106 -2.4736
H33 -2.6917 -5.7825 0.6424
H34 -3.3094 -3.7878 2.0235

Among the records above, which one has the highest multiplicity? C23H21BrCrN4O8S2

What is the multiplicity in the fourth record? 2

Which value of multiplicity does entry 3 give? 1